# 1
Density functional theory data (ωB97M-V with the def2-TZVPD basis set) for 9 unconnected molecules or ions with the total composition C19H51BrFN2O8 in a non-equilibrium geometry.

Geometry as ORCA input:
```
! wB97M-V def2-TZVPD RIJCOSX def2/J DEFGRID3
* xyz 1 1
F -0.8486 1.4593 -3.7131
N -0.4768 0.5236 -2.8275
C -1.3072 -0.5366 -2.2768
C -0.4498 -1.3543 -1.2934
N 0.8172 -0.6493 -1.3791
Br 2.3254 -1.1075 -0.3897
C 0.8498 0.4673 -2.2768
H -2.4079 -0.7267 -2.5260
H -0.7350 -2.2664 -0.6791
H 1.7027 1.1819 -2.5048
C 0.9276 -5.9836 -1.4028
C 0.1203 -4.8094 -0.8870
O -0.9403 -4.5086 -1.7887
H 1.3402 -5.7612 -2.3903
H 1.7491 -6.2214 -0.7227
H 0.2951 -6.8690 -1.5134
H 0.7508 -3.9209 -0.7989
H -0.3064 -5.0293 0.0966
H -1.4990 -5.2949 -1.8558
C -2.1949 5.0138 -1.9747
C -2.0258 5.6306 -3.3486
O -0.7463 5.3006 -3.8828
H -1.4146 5.3686 -1.2959
H -3.1705 5.2644 -1.5517
H -2.1022 3.9237 -2.0255
H -2.0969 6.7184 -3.2907
H -2.7968 5.2701 -4.0364
H -0.6936 4.3378 -3.9398
C 5.9913 1.8414 -3.2044
C 4.6150 1.7842 -2.5739
O 4.0904 0.4605 -2.6581
H 5.9462 1.5329 -4.2520
H 6.4030 2.8517 -3.1518
H 6.6771 1.1553 -2.6990
H 3.9276 2.4549 -3.0956
H 4.6541 2.0805 -1.5207
H 4.6991 -0.1247 -2.1876
C -6.9057 5.4177 -0.6211
C -5.9772 5.6554 0.5533
O -4.7812 6.2898 0.1143
H -6.4182 4.7940 -1.3755
H -7.8261 4.9256 -0.2980
H -7.1643 6.3627 -1.1075
H -5.7041 4.7079 1.0226
H -6.4549 6.2890 1.3069
H -5.0297 7.1312 -0.2915
C -1.0828 -3.5382 3.9089
C -0.9123 -2.9258 2.5354
O 0.3692 -3.2546 2.0083
H -0.3065 -3.1792 4.5895
H -2.0611 -3.2903 4.3281
H -0.9855 -4.6263 3.8600
H -0.9877 -1.8370 2.5886
H -1.6811 -3.2924 1.8457
H 0.4233 -4.2188 1.9571
C 3.1918 5.8200 -2.7655
C 2.3816 6.9922 -2.2475
O 1.3207 7.2894 -3.1435
H 3.6015 6.0436 -3.7540
H 4.0158 5.5845 -2.0867
H 2.5609 4.9320 -2.8753
H 3.0092 7.8815 -2.1599
H 1.9582 6.7697 -1.2623
H 0.7623 6.4999 -3.2105
C -1.1658 -8.8162 1.5497
C -0.4052 -7.8052 2.3843
O -1.2415 -6.6951 2.6955
H -1.5230 -8.3582 0.6233
H -0.5331 -9.6709 1.2993
H -2.0473 -9.1770 2.0875
H 0.4622 -7.4314 1.8350
H -0.0550 -8.2544 3.3186
H -2.0017 -7.0319 3.1887
C 2.7179 -1.4337 6.2170
C 1.3378 -1.4925 6.8414
O 0.8144 -2.8126 6.7535
H 2.6778 -1.7410 5.1684
H 3.1291 -0.4229 6.2730
H 3.4019 -2.1201 6.7246
H 0.6526 -0.8221 6.3181
H 1.3726 -1.1974 7.8947
H 1.4206 -3.3988 7.2260
*
```

The HOMO energy comes out at -11.483 eV. As for the orbital gap: 7.5 eV.



# 2
Density functional theory data (ωB97M-V with the def2-TZVPD basis set) for a molecular structure, C3H4AgFO2 in a non-equilibrium geometry.

Geometry as ORCA input:
```
! wB97M-V def2-TZVPD RIJCOSX def2/J DEFGRID3
* xyz 1 2
O 0.0824 0.6755 1.0949
Ag 3.0967 0.4541 0.7114
C 1.0681 0.7542 0.1479
C -1.0362 -0.0158 0.5198
H -1.7732 0.7044 0.1406
H -1.4941 -0.6274 1.3050
F 0.7819 1.8721 -0.7079
C -0.4067 -0.8459 -0.6044
O 0.9547 -0.3894 -0.6428
H -0.8834 -0.6612 -1.5749
H -0.3903 -1.9204 -0.3895
*
```

For the relative energy (zero: lowest compared OMol25 entry of this formula, charge and spin), the calculation gives 0.0000 eV. Its expectation value of S² is 0.7560. The HOMO energy (spin up / spin down) comes out at -15.392 / -15.181 eV. As for the orbital gap (spin up / spin down): 9.4 / 6.9 eV.



# 3
Density functional theory data (ωB97M-V with the def2-TZVPD basis set) for C3H8NP in the gas phase in a non-equilibrium geometry.

Geometry as ORCA input:
```
! wB97M-V def2-TZVPD RIJCOSX def2/J DEFGRID3
* xyz 0 1
C -0.1343 -0.2533 -0.1347
C -1.4419 -1.0950 -0.2595
C -0.4801 1.1514 0.1401
N 0.9802 -0.8175 -0.1882
P 2.5932 -0.2882 -0.2701
H -1.8062 -1.0111 -1.3700
H -2.2507 -0.4984 0.2913
H -1.3903 -2.1347 0.0143
H -0.3984 1.3658 1.2437
H -1.4024 1.4833 -0.1886
H 0.2992 1.7804 -0.3340
H 2.9318 -0.7667 1.0346
H 2.4999 1.0840 0.0211
*
```

As for the SMILES: CC(C)=NP. For the relative energy (zero: lowest compared OMol25 entry of this formula, charge and spin), the calculation gives 0.4492 eV. The HOMO energy comes out at -8.781 eV. As for the orbital gap: 9.7 eV.



# 4
Density functional theory data (ωB97M-V with the def2-TZVPD basis set) for a molecular structure, H20O10Xe.

Geometry as ORCA input:
```
! wB97M-V def2-TZVPD RIJCOSX def2/J DEFGRID3
* xyz 0 1
Xe 0.1470 0.1882 -1.0154
O -3.4622 0.1019 -0.3294
H -4.2594 -0.4275 -0.3092
H -2.9825 -0.1566 0.4575
O -1.6278 0.8085 1.9912
H -1.5650 1.6219 1.4905
H -1.0711 0.9541 2.7562
O 0.4159 2.8474 -4.1903
H 1.0288 3.4214 -4.6497
H 0.5364 3.0595 -3.2647
O -3.1939 -0.4889 -3.0951
H -3.0813 -0.5781 -2.1487
H -4.0106 -0.9510 -3.2841
O 1.7848 -3.2364 -0.0760
H 1.5209 -3.3665 -0.9868
H 2.6782 -2.8974 -0.1311
O 1.4831 3.0735 1.2031
H 1.8095 2.1897 1.3721
H 0.5401 2.9620 1.0821
O 0.6150 -1.7938 2.1566
H 0.5934 -2.3434 2.9400
H 1.2024 -2.2537 1.5569
O -1.8875 -2.1937 1.0872
H -2.4466 -2.2760 1.8597
H -1.0347 -1.9329 1.4348
O 3.8651 0.6617 -1.7448
H 3.7019 1.5805 -1.9582
H 3.8053 0.2061 -2.5845
O 1.9218 0.5784 2.5964
H 1.2937 -0.0661 2.2703
H 1.6792 0.7072 3.5134
*
```

For the relative energy (zero: lowest compared OMol25 entry of this formula, charge and spin), the calculation gives 0.8922 eV. The HOMO energy comes out at -10.546 eV. As for the orbital gap: 10.6 eV.



# 5
Density functional theory data (ωB97M-V with the def2-TZVPD basis set) for C17H21N3O in the gas phase in a non-equilibrium geometry.

Geometry as ORCA input:
```
! wB97M-V def2-TZVPD RIJCOSX def2/J DEFGRID3
* xyz 0 1
C 4.0159 1.6600 -1.3184
N 3.1017 0.5466 -1.1943
C 1.8348 0.8068 -1.8404
H 1.2997 1.6817 -1.4385
H 2.0148 0.9810 -2.9014
H 1.1946 -0.0683 -1.7358
C 2.9780 0.0442 0.1578
C 2.4777 1.0443 1.2187
C 1.8050 0.3127 2.3795
H 1.4838 1.0276 3.1464
H 2.4754 -0.4268 2.8227
O 0.6950 -0.4427 1.9315
N -0.3267 0.4025 1.5355
C -1.2519 -0.0898 0.8067
C -2.3200 0.8374 0.4114
C -3.5757 0.3707 0.0241
C -4.5434 1.2942 -0.3366
N -4.3457 2.6009 -0.3358
C -3.1572 3.0458 0.0398
C -2.1167 2.2180 0.4213
H -1.1614 2.6158 0.7219
H -3.0393 4.1217 0.0297
H -5.5301 0.9718 -0.6433
H -3.7947 -0.6862 0.0145
C -1.3008 -1.4805 0.3168
C -1.4903 -1.7213 -1.0428
C -1.4844 -3.0156 -1.5272
C -1.3006 -4.0813 -0.6610
C -1.1149 -3.8479 0.6913
C -1.1070 -2.5542 1.1800
H -0.9613 -2.3705 2.2336
H -0.9715 -4.6769 1.3685
H -1.3003 -5.0922 -1.0410
H -1.6247 -3.1936 -2.5833
H -1.6267 -0.8883 -1.7188
H 3.2970 1.6532 1.6012
H 1.7329 1.7064 0.7720
H 2.2831 -0.7998 0.1223
H 3.9573 -0.3417 0.4576
H 4.9577 1.4019 -0.8368
H 3.6354 2.5917 -0.8730
H 4.2056 1.8408 -2.3766
*
```

As for the SMILES: CN(C)CCCO/N=C(\c1ccccc1)c1ccncc1. For the relative energy (zero: lowest compared OMol25 entry of this formula, charge and spin), the calculation gives 3.5881 eV. The HOMO energy comes out at -8.261 eV. As for the orbital gap: 8.5 eV.



# 6
Density functional theory data (ωB97M-V with the def2-TZVPD basis set) for C3H4N2O2 in the gas phase in a non-equilibrium geometry.

Geometry as ORCA input:
```
! wB97M-V def2-TZVPD RIJCOSX def2/J DEFGRID3
* xyz 0 1
C -1.3635 -0.2630 -1.3288
C 0.6026 0.1106 0.1613
C 1.6089 -0.3299 1.0203
H -1.4600 -1.0764 -2.0189
H -1.6453 0.6175 -1.9125
H -1.8943 -0.4344 -0.3497
H 2.4703 -0.7703 0.8082
N 0.2664 1.2196 1.8335
N -0.2317 0.8369 0.7746
O 0.1231 -0.4905 -1.0431
O 1.5234 0.5800 2.0550
*
```

As for the SMILES: COc1conn1. For the relative energy (zero: lowest compared OMol25 entry of this formula, charge and spin), the calculation gives 5.4561 eV. The HOMO energy comes out at -9.475 eV. As for the orbital gap: 9.8 eV.



> Which formula does entry 4 have?

H20O10Xe



> What is the formula in the fourth record?

H20O10Xe